Record 1
Entry from the OMol25 dataset: 2 unconnected molecules or ions with the total composition C4H12N3O in a non-equilibrium geometry (ωB97M-V/def2-TZVPD).

Each line ends with the Mulliken charge.
Cartesian coordinates (Å):
O -0.20 1.55 -1.31  -0.61
C -0.77 1.98 -0.30  0.07
C -0.26 1.65 1.09  -0.21
N -1.35 1.86 2.05  -0.63
H -1.54 2.77 -0.37  0.38
H -0.02 0.58 1.05  0.24
H 0.69 2.24 1.23  0.27
H -1.31 1.29 2.92  0.24
H -1.28 2.79 2.40  0.25
C -0.64 -2.65 -0.86  -0.94
N 0.01 -1.36 -0.93  -0.03
C 1.30 -1.27 -0.69  0.17
N 2.04 -0.19 -0.83  -0.25
H -0.83 -3.04 -1.89  0.29
H -1.58 -2.61 -0.35  0.35
H -0.03 -3.27 -0.23  0.37
H -0.56 -0.56 -1.07  0.17
H 1.76 -2.23 -0.45  0.34
H 1.53 0.69 -0.78  0.26
H 3.06 -0.24 -0.67  0.26

Calculated values
**E_tot**: -10853.656 eV
**Charge**: +1
**2S+1**: 1

---

Record 2
Entry from the OMol25 dataset: 2 unconnected molecules or ions with the total composition C2H3N2O2 in a non-equilibrium geometry (ωB97M-V/def2-TZVPD).

Each line ends with the Mulliken charge.
Cartesian coordinates (Å):
C -0.08 -0.80 0.73  0.45
C -0.32 1.92 -1.12  0.78
N -0.41 0.32 0.42  -0.21
N 0.37 -2.00 0.50  -0.32
O 0.23 2.75 -0.53  -0.37
O -0.89 1.20 -1.80  -0.30
H -0.61 1.23 0.86  0.34
H 0.61 -2.82 1.08  0.34
H 1.09 -1.81 -0.14  0.29

Calculated values
**E_tot**: -9188.790 eV
**Charge**: +1
**2S+1**: 1

---

Record 3
Entry from the OMol25 dataset: a gas-phase ion, C4H4NOS2 (charge -1) in a non-equilibrium geometry (ωB97M-V/def2-TZVPD).

Each line ends with the Mulliken charge.
Cartesian coordinates (Å):
C -0.63 1.28 0.12  -0.47
C 0.55 -0.73 -0.58  -0.79
C 0.53 0.58 -0.01  0.81
C -2.84 -0.37 0.59  -0.41
N 1.62 -1.50 -0.65  -0.31
O 1.81 1.15 0.29  -0.56
S -4.24 -1.11 0.15  -0.47
S -2.17 0.75 -0.56  -0.03
H -0.66 2.28 0.53  0.43
H 1.49 -2.37 -0.98  0.26
H 2.63 -1.25 -0.15  0.23
H 1.93 1.29 1.24  0.29

Calculated values
**E_tot**: -29416.901 eV
**Charge**: -1
**2S+1**: 1

---

Record 4
Entry from the OMol25 dataset: a single CH2O2S molecule in a non-equilibrium geometry (ωB97M-V/def2-TZVPD).

Each line ends with the Mulliken charge.
Cartesian coordinates (Å):
O -0.96 -0.33 -0.11  -0.48
C 0.33 -0.02 0.25  0.67
O 0.63 1.29 -0.17  -0.45
S 1.29 -1.13 0.54  -0.46
H -1.02 -1.35 0.13  0.34
H -0.27 1.54 -0.63  0.37

Calculated values
**E_tot**: -15998.495 eV
**Structure (SMILES)**: OC(O)=S
**2S+1**: 1

---

Record 5
Entry from the OMol25 dataset: a molecular structure, CH2NO4 in a non-equilibrium geometry (ωB97M-V/def2-TZVPD).

Each line ends with the Mulliken charge.
Cartesian coordinates (Å):
C -0.41 0.35 -1.83  -0.03
N 0.28 -0.28 2.25  1.30
O 1.14 -0.95 2.39  -0.24
O -0.61 0.36 2.50  -0.25
O 0.40 -0.26 0.23  -0.49
O -0.22 0.61 -0.63  0.08
H -0.13 -0.93 -2.25  0.30
H -0.47 1.10 -2.67  0.33

Calculated values
**E_tot**: -10731.535 eV
**Charge**: +1
**2S+1**: 1

---

Record 6
Entry from the OMol25 dataset: a single C19H15N3O3S2 molecule in a non-equilibrium geometry (ωB97M-V/def2-TZVPD).

Each line ends with the Mulliken charge.
Cartesian coordinates (Å):
O 5.64 0.55 -0.86  -0.60
C 4.55 0.01 -0.78  0.71
C 3.34 0.60 -1.46  -1.00
S 2.14 1.22 -0.23  -0.08
C 0.76 0.27 -0.70  0.23
N 0.70 -0.57 -1.70  -0.18
N -0.52 -1.10 -1.70  -0.87
C -1.21 -0.59 -0.72  0.50
C -2.59 -0.93 -0.41  0.13
C -3.50 -1.11 -1.45  -0.58
C -4.81 -1.44 -1.19  -0.68
C -5.24 -1.62 0.12  0.99
O -6.54 -1.94 0.34  -0.55
C -4.33 -1.48 1.17  -0.53
C -3.01 -1.14 0.90  -0.62
N -0.43 0.31 -0.03  0.17
C -0.78 1.23 1.02  -0.27
C -0.52 2.64 0.60  -0.25
C -0.90 3.34 -0.51  -0.31
C -0.35 4.63 -0.38  -0.61
C 0.33 4.62 0.80  -0.44
O 0.23 3.43 1.40  -0.34
C 4.37 -1.22 -0.03  0.15
C 5.36 -1.86 0.69  -0.59
C 4.92 -3.04 1.29  -0.48
C 3.60 -3.30 1.04  -0.40
S 2.87 -2.10 0.06  0.07
H 3.64 1.44 -2.08  0.40
H 2.79 -0.14 -2.05  0.57
H -3.15 -0.97 -2.46  0.45
H -5.52 -1.57 -1.99  0.42
H -6.70 -2.05 1.28  0.28
H -4.65 -1.64 2.19  0.27
H -2.31 -1.08 1.72  0.56
H -1.84 1.09 1.25  0.59
H -0.19 1.02 1.92  0.09
H -1.50 2.97 -1.32  0.57
H -0.44 5.44 -1.07  0.44
H 0.90 5.38 1.31  0.49
H 6.36 -1.47 0.75  0.48
H 5.54 -3.68 1.89  0.40
H 3.01 -4.13 1.38  0.42

Calculated values
**E_tot**: -52228.571 eV
**Structure (SMILES)**: O=C(CSc1nnc(-c2ccc(O)cc2)n1Cc1ccco1)c1cccs1
**2S+1**: 1

---

Record 7
Entry from the OMol25 dataset: a molecular structure, C36H43FN8NaO11 (ωB97M-V/def2-TZVPD).

Each line ends with the Mulliken charge.
Cartesian coordinates (Å):
Na 0.95 2.36 -1.84  0.70
C 2.82 0.04 -3.28  -0.77
O 2.98 1.12 -2.40  -0.14
C 3.84 0.89 -1.30  -0.78
C 3.15 0.17 -0.16  -0.50
O 1.99 0.88 0.20  0.80
C 1.84 1.13 1.58  -0.70
H 3.77 -0.19 -3.79  0.32
H 2.08 0.34 -4.02  0.18
H 2.47 -0.86 -2.77  0.28
H 4.15 1.87 -0.94  0.16
H 4.72 0.31 -1.62  0.46
H 3.85 0.10 0.68  0.44
H 2.86 -0.86 -0.45  0.12
H 2.74 1.57 2.00  0.50
H 1.58 0.21 2.13  0.23
H 1.02 1.85 1.68  -0.23
C -1.98 -5.57 -3.40  -0.85
C -0.54 -5.09 -3.55  -1.11
N -0.33 -3.75 -3.03  0.19
C -0.57 -2.68 -3.86  -0.18
C -0.62 -1.37 -3.53  -0.47
C -1.20 -0.42 -4.61  0.47
O -1.01 -0.80 -5.78  -0.81
O -1.75 0.59 -4.15  -0.69
C -0.27 -1.01 -2.17  0.28
O -0.17 0.11 -1.68  -0.37
C -0.05 -2.18 -1.26  0.30
C 0.20 -1.91 0.08  0.70
C 0.18 -2.92 0.99  0.43
F 0.40 -2.61 2.31  -0.60
C -0.10 -4.24 0.63  -0.54
C -0.19 -4.53 -0.73  -1.22
C -0.18 -3.51 -1.69  0.28
N -0.47 -5.29 1.54  0.15
C -0.24 -5.15 2.96  -1.31
C -1.32 -4.35 3.69  0.42
N -2.68 -4.88 3.33  -0.12
C -2.88 -4.92 1.84  -0.43
C -1.79 -5.82 1.27  -0.84
H -2.09 -6.57 -3.82  0.39
H -2.66 -4.90 -3.92  0.34
H -2.28 -5.60 -2.35  0.14
H -0.27 -5.06 -4.60  0.52
H 0.16 -5.77 -3.07  0.42
H -0.77 -2.92 -4.90  0.57
H 0.36 -0.88 0.37  0.21
H -0.34 -5.56 -1.02  0.82
H 0.72 -4.67 3.14  0.47
H -0.19 -6.16 3.39  0.44
H -1.32 -3.31 3.37  -0.34
H -1.22 -4.41 4.77  0.50
H -3.41 -4.30 3.75  0.35
H -2.79 -5.82 3.70  0.40
H -2.76 -3.90 1.48  0.19
H -3.89 -5.28 1.65  0.53
H -1.95 -5.92 0.20  0.18
H -1.88 -6.83 1.70  0.39
N -1.63 4.11 -3.33  -0.68
N -0.72 4.83 -4.15  -0.26
C 0.68 4.55 -4.08  0.47
O 1.43 5.44 -4.52  -0.81
O 1.00 3.42 -3.61  -0.77
H -1.63 3.15 -3.66  0.41
H -1.26 4.09 -2.38  0.27
H -0.89 5.82 -4.10  0.25
O -4.16 -2.06 4.19  -0.63
C -3.24 -1.17 4.81  -0.23
N -2.96 0.01 4.05  -0.24
C -2.28 -0.15 2.86  0.00
O -1.99 -1.28 2.48  -0.70
C -1.92 1.11 2.18  1.25
C -1.67 2.25 2.95  -0.42
C -1.34 3.42 2.32  -1.19
C -1.29 3.43 0.93  -0.52
N -1.51 2.35 0.18  -0.40
C -1.81 1.21 0.79  -0.53
H -3.81 -2.20 3.30  0.32
H -2.27 -1.66 4.95  0.21
H -3.65 -0.90 5.78  0.40
H -3.58 0.81 4.13  0.31
H -1.70 2.20 4.03  0.45
H -1.11 4.32 2.87  0.48
H -1.04 4.33 0.37  0.76
H -1.97 0.35 0.15  0.54
O 0.07 5.58 -0.72  -0.77
C 1.19 5.34 -0.30  0.12
N 1.75 4.10 -0.12  0.56
C 2.97 4.27 0.46  -0.13
O 3.77 3.40 0.79  -0.76
C 3.26 5.74 0.65  -0.08
C 4.34 6.42 1.17  -0.33
C 4.27 7.81 1.19  -0.46
C 3.16 8.48 0.70  -0.52
C 2.07 7.78 0.17  -0.30
C 2.15 6.41 0.16  -0.04
H 5.20 5.88 1.54  0.47
H 5.10 8.38 1.59  0.38
H 3.14 9.57 0.72  0.39
H 1.20 8.29 -0.23  0.49

Calculated values
**E_tot**: -79608.526 eV
**Charge**: -1
**2S+1**: 1

---

Record 8
Entry from the OMol25 dataset: a gas-phase ion, C6H10N3S (charge +1) in a non-equilibrium geometry (ωB97M-V/def2-TZVPD).

Each line ends with the Mulliken charge.
Cartesian coordinates (Å):
C 2.19 -1.07 -0.69  -0.18
C 0.63 0.27 -0.01  -0.34
C -1.84 0.73 1.23  -0.42
C -1.09 -1.49 0.36  -0.49
C -2.15 -0.37 0.33  -0.06
C 2.78 1.37 -0.61  -0.84
N 1.17 -1.82 -0.45  -0.99
N 0.21 -0.99 -0.02  0.94
N 1.90 0.24 -0.42  0.12
S -2.42 0.27 -1.39  -0.08
H 3.14 -1.44 -1.03  0.44
H -1.29 0.55 2.13  0.30
H -2.15 1.74 1.00  0.33
H -1.04 -1.91 1.37  0.32
H -1.34 -2.29 -0.34  0.35
H -3.11 -0.82 0.61  0.41
H 2.38 2.22 -0.06  0.34
H 3.77 1.12 -0.25  0.33
H 2.84 1.62 -1.67  0.32
H -3.41 -0.57 -1.72  0.19

Calculated values
**E_tot**: -21679.294 eV
**Charge**: +1
**2S+1**: 1